Computed, not measured: the molecule C6H7BO3, with ωB97M-V/def2-TZVPD.

Output
- Orbital gap: 9.29 eV
- DFT total energy: -483.5546 hartree
- Net charge: 0
- SMILES string: OB(O)Oc1ccccc1

Last column: Löwdin charge in e.
CARTESIAN COORDINATES (ANGSTROEM)
O  0.174  3.487  1.441  0.17
O  0.069  2.789  -0.779  0.16
O  -0.297  1.138  1.050  0.14
B  -0.083  2.450  0.564  -0.72
C  0.106  -2.541  -0.826  -0.12
C  -0.665  -2.441  0.301  -0.09
C  0.698  -1.457  -1.394  -0.09
C  -0.755  -1.223  0.947  -0.01
C  0.489  -0.202  -0.859  0.00
C  -0.193  -0.068  0.366  -0.21
H  0.098  3.171  2.371  0.12
H  0.199  3.736  -0.966  0.12
H  0.250  -3.495  -1.298  0.10
H  -1.100  -3.314  0.751  0.10
H  1.301  -1.565  -2.278  0.11
H  -1.205  -1.107  1.938  0.12
H  0.912  0.641  -1.331  0.10

Atoms 1-6, force components in eV/Å:
-0.665 -1.142 1.238
-0.471 -0.418 0.384
0.067 0.882 -0.687
1.051 -0.040 -0.651
-0.086 -1.343 -0.586
0.162 0.354 0.858

Computed, not measured: a structure of composition C6H7BiLiO6, with ωB97M-V/def2-TZVPD.

Output
- Spin multiplicity: 2
- Orbital gap (alpha / beta): 6.52 / 6.75 eV
- DFT total energy: -905.6427 hartree
- Net charge: +2

Last column: Löwdin charge in e.
CARTESIAN COORDINATES (ANGSTROEM)
Li  1.698  -1.122  0.869  0.73
O  2.038  -0.420  -0.954  0.03
O  0.174  -0.997  -2.079  0.04
C  0.088  -2.366  -1.560  -0.07
C  -0.709  -2.419  -0.274  -0.24
O  -0.116  -1.692  0.754  -0.55
C  1.100  -0.203  -1.679  -0.20
H  -0.408  -2.934  -2.354  0.16
H  1.114  -2.737  -1.431  0.15
H  -0.795  -3.488  -0.009  0.16
H  -1.737  -2.079  -0.492  0.15
Bi  -0.751  -0.395  1.980  2.14
O  1.161  0.366  2.119  -0.19
O  -0.490  1.657  1.578  -0.27
C  -0.960  2.706  0.809  -0.14
C  -0.922  2.656  -0.536  0.12
O  1.562  2.586  1.980  0.27
C  0.880  1.601  2.002  -0.66
H  -1.240  3.572  1.407  0.16
H  -1.738  3.111  -1.097  0.10
H  0.047  2.596  -1.033  0.10

Atoms 1-6, force components in eV/Å:
1.473 -0.025 -0.694
-0.556 0.186 0.329
-0.735 0.289 -0.133
0.641 -0.111 -0.090
-1.421 -1.680 -2.145
2.434 -1.135 -1.432

Computed, not measured: the molecule C6H7Br, with ωB97M-V/def2-TZVPD.

Output
- Orbital gap: 8.78 eV
- DFT total energy: -2806.6099 hartree
- Net charge: 0
- SMILES string: BrC#CCC1CC1

Last column: Löwdin charge in e.
CARTESIAN COORDINATES (ANGSTROEM)
C  1.482  1.390  -0.224  -0.11
C  2.307  0.619  0.234  -0.42
C  0.011  1.310  -0.046  -0.19
C  -1.538  -0.709  0.434  -0.08
C  -0.357  -1.396  -0.087  -0.11
C  -0.573  -0.031  -0.584  -0.24
Br  4.233  -0.052  0.020  0.53
H  0.256  -1.358  0.602  0.02
H  -0.072  1.300  1.038  0.11
H  -0.576  2.115  -0.348  0.08
H  -2.527  -0.746  -0.065  0.11
H  -1.398  -0.570  1.439  0.08
H  -0.290  -2.034  -0.846  0.08
H  -0.958  0.163  -1.568  0.13

Atoms 1-6, force components in eV/Å:
-1.585 -0.846 0.760
5.935 -0.853 -1.112
0.740 -1.992 0.657
-1.994 0.190 -4.461
-4.290 2.432 -4.420
-0.883 2.891 1.861

Computed, not measured: the molecule C6H7Br2N, with ωB97M-V/def2-TZVPD.

Output
- Orbital gap: 10.94 eV
- DFT total energy: -5435.5543 hartree
- Net charge: 0
- SMILES string: C[C@]1(Br)C[C@@H](C#N)[C@@H]1Br

Last column: Löwdin charge in e.
CARTESIAN COORDINATES (ANGSTROEM)
C  0.453  2.023  -1.502  -0.19
C  0.102  -0.442  -1.040  -0.16
C  0.522  0.946  -0.603  -0.32
C  -0.594  0.931  0.496  -0.66
C  -0.662  -0.691  0.299  -0.81
C  0.416  -1.475  1.308  -0.05
N  0.401  2.718  -2.412  0.18
Br  -0.209  1.533  2.275  0.75
Br  -2.420  -1.434  0.043  0.73
H  -0.580  -0.393  -1.852  0.09
H  0.793  -1.230  -1.357  0.13
H  1.418  0.947  -0.036  0.13
H  -1.496  1.335  0.119  0.07
H  -0.110  -1.827  2.128  0.05
H  1.078  -0.680  1.406  0.01
H  0.887  -2.260  0.729  0.08

Atoms 1-6, force components in eV/Å:
0.237 0.546 -1.766
-0.620 -1.138 0.004
-0.629 -0.485 2.512
0.237 -2.767 -0.225
2.586 0.489 0.421
-2.770 0.806 -4.062

Computed, not measured: a structure of composition C6H7Br6Cl3O3, with ωB97M-V/def2-TZVPD.

Output
- Orbital gap: 9.61 eV
- DFT total energy: -17283.1412 hartree
- Net charge: 0

Last column: Löwdin charge in e.
CARTESIAN COORDINATES (ANGSTROEM)
C  3.473  -2.999  5.703  -1.52
Br  5.015  -1.843  5.356  0.52
Br  2.887  -2.655  7.564  0.52
Br  4.008  -4.876  5.304  0.51
H  2.600  -2.726  5.110  -0.03
C  -0.788  -2.485  -2.024  -1.46
Br  1.020  -2.665  -2.752  0.53
Br  -1.503  -0.761  -2.756  0.47
Br  -0.916  -2.288  -0.005  0.48
H  -1.337  -3.366  -2.355  -0.02
C  -4.705  -3.108  -8.816  -1.65
Cl  -6.311  -2.691  -9.314  0.55
Cl  -4.080  -4.456  -9.681  0.56
Cl  -4.619  -3.403  -7.093  0.53
H  -4.066  -2.242  -8.986  0.01
C  0.436  3.971  1.698  -0.13
C  1.646  4.827  2.097  -0.15
O  1.882  4.412  3.377  0.08
C  0.725  3.924  3.865  -0.53
O  0.546  3.694  5.065  0.12
O  -0.205  3.886  2.920  0.08
H  0.590  2.989  1.250  0.13
H  -0.322  4.405  1.045  0.13
H  1.527  5.902  1.958  0.14
H  2.496  4.555  1.470  0.13

Atoms 1-6, force components in eV/Å:
0.558 -0.128 0.695
-0.719 -0.330 -0.136
0.244 -0.541 -0.819
-0.610 1.138 0.416
0.525 -0.138 -0.157
0.388 1.477 0.532

Computed, not measured: a cluster of 2 separate species, C6H7BrN2 in total, with ωB97M-V/def2-TZVPD.

Output
- Orbital gap: 10.01 eV
- DFT total energy: -2916.1906 hartree
- Net charge: 0

Last column: Löwdin charge in e.
CARTESIAN COORDINATES (ANGSTROEM)
C  -1.863  0.111  0.372  -0.16
C  -0.574  1.841  -0.160  -0.17
C  -0.575  0.533  0.078  -0.07
C  1.177  -1.836  0.640  -0.11
C  1.365  -1.518  -0.865  -0.19
C  1.286  -0.448  0.086  -0.78
N  -2.643  1.148  0.284  0.05
N  -1.816  2.166  0.008  -0.06
Br  2.679  0.757  0.218  0.77
H  -2.167  -0.852  0.391  0.07
H  0.234  2.648  -0.245  0.14
H  0.165  -2.169  1.015  0.12
H  1.938  -2.112  1.217  0.04
H  2.337  -1.704  -1.251  0.08
H  0.615  -1.688  -1.591  0.09
H  -2.159  3.123  -0.196  0.17

Atoms 1-6, force components in eV/Å:
1.986 1.631 -0.969
3.415 1.982 0.144
6.420 -4.135 0.167
-3.903 1.643 -2.124
0.418 -1.145 0.546
-5.532 2.000 0.327

The following M values (in g mol⁻¹) correspond, in order, to the records above: 137.93; 391.04; 159.03; 252.94; 712.90; 187.04.